1.
Here is the ion C7H12BF2O6S with charge -1 at a distorted geometry from the OMol25 dataset. Energies are from the ωB97M-V functional and the def2-TZVPD basis.

Positions of all 29 atoms, in Å:
O (-0.333, -2.391, 3.894)
C (-0.383, -2.427, 2.540)
O (-0.222, -1.170, 1.784)
C (-1.509, -0.398, 1.769)
C (-2.157, -0.704, 0.260)
C (-2.633, 0.647, -0.535)
C (-1.436, 1.702, -0.904)
B (0.037, 1.027, -1.179)
O (0.137, -0.182, -2.041)
C (1.524, -0.669, -1.749)
F (1.662, -2.113, -1.326)
C (1.960, 0.083, -0.321)
S (3.615, 0.958, -0.386)
O (4.237, 0.948, 1.059)
O (4.631, 0.185, -1.291)
F (3.416, 2.615, -0.855)
O (0.906, 1.078, 0.049)
H (-0.506, -3.423, 1.915)
H (-1.346, 0.758, 1.920)
H (-2.180, -0.842, 2.642)
H (-3.154, -1.321, 0.491)
H (-1.486, -1.441, -0.377)
H (-3.265, 0.444, -1.511)
H (-3.375, 1.225, 0.200)
H (-1.758, 2.226, -1.926)
H (-1.328, 2.604, -0.131)
H (0.573, 1.866, -1.847)
H (2.295, -0.519, -2.627)
H (2.077, -0.764, 0.481)

Computed properties:
Energy relative to the best compared isomer or geometry (same formula, charge and spin) (kcal/mol): 159.8
Net charge: -1
HOMO-LUMO gap (Eh): 0.27277
Spin multiplicity: 1



2.
Here is a structure of composition C7H12Br6F3InO3S at a distorted geometry from the OMol25 dataset. Energies are from the ωB97M-V functional and the def2-TZVPD basis.

Positions of all 33 atoms, in Å:
In (2.288, 0.974, 4.020)
C (-0.839, -0.729, 0.410)
F (-0.158, -1.675, -0.276)
F (-1.739, -0.055, -0.321)
F (-1.475, -1.233, 1.495)
S (0.527, 0.487, 1.010)
O (0.110, 1.194, 2.258)
O (1.670, -0.407, 1.463)
O (0.950, 1.402, -0.094)
Br (1.959, 3.855, 2.064)
C (0.762, 4.635, 0.719)
C (-0.652, 4.549, 1.244)
Br (-1.841, 5.077, -0.223)
H (0.878, 4.000, -0.160)
H (1.123, 5.655, 0.592)
H (-0.787, 5.203, 2.105)
H (-0.949, 3.519, 1.441)
Br (4.561, -3.509, -1.959)
C (4.091, -2.936, -0.101)
C (5.259, -2.212, 0.569)
Br (4.676, -1.768, 2.475)
H (3.730, -3.782, 0.483)
H (3.284, -2.208, -0.179)
H (5.457, -1.262, 0.073)
H (6.037, -2.975, 0.530)
Br (-5.721, -2.135, -0.291)
C (-5.548, -1.751, -2.212)
C (-4.155, -2.086, -2.695)
Br (-3.989, -2.136, -4.674)
H (-5.893, -0.768, -2.534)
H (-6.272, -2.442, -2.643)
H (-3.939, -3.077, -2.294)
H (-3.405, -1.405, -2.294)

Computed properties:
Energy relative to the best compared isomer or geometry (same formula, charge and spin) (kcal/mol): 0.0
Net charge: +3
HOMO-LUMO gap (spin up / spin down) (Eh): 0.11580 / 0.12989
Spin multiplicity: 2



3.
Here is a cluster of 2 separate species, C7H12BrI2NO3S in total at a distorted geometry from the OMol25 dataset. Energies are from the ωB97M-V functional and the def2-TZVPD basis.

Positions of all 27 atoms, in Å:
C (-3.401, -1.772, 0.406)
C (-3.461, -1.009, -0.885)
I (-5.370, -0.537, -1.576)
C (-2.405, -0.637, -1.611)
I (-0.473, -1.093, -0.932)
N (-2.547, 0.043, -2.851)
S (-2.198, -1.042, -4.224)
C (-1.804, 1.247, -2.890)
O (-2.036, 2.157, -2.171)
O (-0.894, 1.284, -3.909)
Br (0.708, 2.007, -3.448)
H (-2.921, -1.178, 1.180)
H (-4.405, -2.051, 0.713)
H (-2.856, -2.705, 0.251)
H (-2.602, -2.135, -3.578)
C (2.330, 1.650, 2.495)
C (2.746, 0.199, 2.313)
C (4.249, 0.067, 2.119)
O (2.049, -0.381, 1.210)
H (2.591, 2.233, 1.607)
H (1.252, 1.724, 2.634)
H (2.825, 2.099, 3.357)
H (2.440, -0.380, 3.185)
H (4.564, 0.606, 1.221)
H (4.528, -0.979, 1.992)
H (4.796, 0.472, 2.971)
H (2.298, 0.112, 0.419)

Computed properties:
Energy relative to the best compared isomer or geometry (same formula, charge and spin) (kcal/mol): 0.0
Net charge: 0
HOMO-LUMO gap (Eh): 0.28806
SMILES: C/C(I)=C(\I)N(S)C(=O)OBr.CC(C)O
Spin multiplicity: 1



4.
Here is a cluster of 2 separate species, C7H12Cl2N2 in total at a distorted geometry from the OMol25 dataset. Energies are from the ωB97M-V functional and the def2-TZVPD basis.

Positions of all 23 atoms, in Å:
C (2.517, -2.462, 0.549)
C (-3.364, -0.275, 0.501)
C (-2.301, 0.706, 0.197)
C (-0.891, 0.190, -0.165)
C (-0.135, 1.391, -0.553)
C (1.284, 1.082, -1.201)
C (2.347, 1.289, -0.417)
N (2.177, -3.527, 0.960)
N (2.833, -1.332, 0.328)
Cl (2.223, 1.702, 1.206)
Cl (3.894, 1.247, -1.107)
H (-3.926, -0.549, -0.445)
H (-4.220, 0.060, 1.227)
H (-2.902, -1.225, 1.045)
H (-2.268, 1.463, 1.021)
H (-2.633, 1.406, -0.623)
H (-0.727, -0.439, -0.951)
H (-0.438, -0.231, 0.685)
H (0.074, 2.049, 0.249)
H (-0.627, 2.068, -1.221)
H (2.060, -4.394, 0.329)
H (1.302, 0.648, -2.158)
H (3.721, -0.868, 0.545)

Computed properties:
Net charge: 0
HOMO-LUMO gap (spin up / spin down) (Eh): 0.22118 / 0.30142
Spin multiplicity: 3



5.
Here is an isolated molecule of C7H12Cl3N3O at a distorted geometry from the OMol25 dataset. Energies are from the ωB97M-V functional and the def2-TZVPD basis.

Positions of all 26 atoms, in Å:
O (0.391, -2.475, -3.116)
Cl (-1.092, 0.254, -3.920)
Cl (0.897, 1.866, -2.501)
Cl (-1.889, 1.877, -1.703)
C (1.263, -2.138, -2.289)
N (-0.191, 0.662, 2.798)
N (1.041, -1.019, -1.512)
N (-0.139, -0.090, 0.065)
C (-0.539, 0.791, -2.273)
C (-1.069, -0.401, 2.293)
C (1.078, 0.797, 2.069)
C (-1.402, -0.084, 0.845)
C (0.814, 0.935, 0.533)
C (-0.258, -0.403, -1.351)
H (2.187, -2.743, -2.221)
H (-0.700, 1.554, 2.872)
H (1.658, -0.895, -0.717)
H (-1.941, -0.380, 2.921)
H (-0.585, -1.394, 2.385)
H (1.629, 1.625, 2.463)
H (1.720, -0.049, 2.275)
H (-1.928, 0.851, 0.749)
H (-2.058, -0.871, 0.467)
H (0.439, 1.936, 0.335)
H (1.757, 0.888, 0.004)
H (-1.083, -1.093, -1.469)

Computed properties:
Energy relative to the best compared isomer or geometry (same formula, charge and spin) (kcal/mol): 0.3
Net charge: 0
HOMO-LUMO gap (Eh): 0.33607
SMILES: O=CN[C@@H](N1CCNCC1)C(Cl)(Cl)Cl
Spin multiplicity: 1



6.
Here is the ion C7H12ClN2 with charge +1 at a distorted geometry from the OMol25 dataset. Energies are from the ωB97M-V functional and the def2-TZVPD basis.

Positions of all 22 atoms, in Å:
C (0.129, -0.630, -0.170)
C (-1.367, -0.446, -1.909)
C (0.228, 0.896, -0.251)
C (1.310, 1.621, 0.564)
C (0.163, -2.594, 1.292)
C (-2.748, 1.703, -1.667)
C (-0.595, -1.392, 0.832)
N (-0.541, 1.562, -1.027)
N (-1.543, 0.825, -1.838)
Cl (-2.415, -1.374, -2.540)
H (0.870, -1.052, -0.669)
H (1.808, 2.215, -0.137)
H (1.755, 0.906, 1.171)
H (0.868, 2.421, 1.172)
H (-0.015, -2.813, 2.358)
H (1.206, -2.118, 1.310)
H (0.054, -3.422, 0.666)
H (-3.623, 1.448, -2.220)
H (-2.428, 2.707, -1.713)
H (-2.894, 1.583, -0.585)
H (-0.485, -0.649, 1.811)
H (-1.729, -1.533, 0.633)

Computed properties:
Energy relative to the best compared isomer or geometry (same formula, charge and spin) (kcal/mol): 119.2
Net charge: +1
HOMO-LUMO gap (Eh): 0.32806
Spin multiplicity: 1



7.
Here is the ion C7H12ClN4O3 with charge +1 from the OMol25 dataset. Energies are from the ωB97M-V functional and the def2-TZVPD basis.

Positions of all 27 atoms, in Å:
C (0.072, 1.403, -3.840)
C (-0.768, 0.431, -3.026)
Cl (-1.945, -0.428, -4.051)
C (-1.524, 1.118, -1.871)
N (-0.823, 0.966, -0.600)
C (-0.049, 1.772, 0.116)
N (0.403, 1.210, 1.222)
C (-0.116, -0.030, 1.202)
N (0.063, -0.960, 2.127)
O (-0.516, -2.195, 1.920)
C (0.778, -0.761, 3.386)
C (1.603, -2.014, 3.705)
O (1.283, -2.808, 4.527)
O (2.730, -2.166, 2.969)
N (-0.871, -0.210, 0.104)
H (0.806, 0.869, -4.441)
H (0.597, 2.092, -3.172)
H (-0.559, 1.990, -4.510)
H (-0.117, -0.338, -2.603)
H (-1.645, 2.187, -2.046)
H (-2.517, 0.684, -1.743)
H (0.164, 2.782, -0.204)
H (0.010, -2.655, 1.244)
H (0.080, -0.572, 4.200)
H (1.440, 0.097, 3.250)
H (2.845, -1.459, 2.323)
H (-1.424, -1.003, -0.189)

Computed properties:
Energy relative to the best compared isomer or geometry (same formula, charge and spin) (kcal/mol): 0.0
Net charge: +1
HOMO-LUMO gap (Eh): 0.37423
SMILES: C[C@H](Cl)Cn1cnc(N(O)CC(=O)O)[nH+]1
Spin multiplicity: 1



8.
Here is a structure of composition C7H12F6N2O11PS3 at a distorted geometry from the OMol25 dataset. Energies are from the ωB97M-V functional and the def2-TZVPD basis.

Positions of all 42 atoms, in Å:
C (-3.302, -0.172, -5.410)
C (-2.012, -1.134, -4.954)
C (-1.015, -0.249, -4.000)
N (0.065, -1.036, -3.291)
C (-0.488, -2.207, -2.510)
O (-0.249, -3.473, -3.275)
S (-1.046, -4.586, -2.201)
O (-0.294, -5.936, -2.305)
O (-2.509, -4.468, -2.694)
O (-0.633, -3.835, -0.689)
C (0.119, -2.583, -1.034)
P (-0.366, -1.280, 0.278)
O (-0.570, 0.121, -0.480)
O (0.793, -1.152, 1.574)
O (-1.933, -1.666, 0.978)
H (-4.249, -0.580, -4.834)
H (-3.063, 0.940, -5.126)
H (-3.470, -0.365, -6.552)
H (-2.493, -2.070, -4.442)
H (-1.447, -1.527, -5.919)
H (-1.639, 0.346, -3.177)
H (-0.455, 0.516, -4.724)
H (0.686, -0.425, -2.706)
H (-1.627, -2.027, -2.306)
H (1.224, -2.962, -0.945)
H (1.717, -0.972, 1.207)
H (-2.587, -1.935, 0.267)
C (3.674, 4.591, 5.833)
F (4.263, 5.820, 5.896)
F (4.693, 3.679, 5.816)
F (3.038, 4.410, 7.030)
S (2.549, 4.405, 4.412)
O (3.405, 4.600, 3.238)
O (1.534, 5.443, 4.608)
N (2.100, 2.913, 4.714)
S (1.052, 2.374, 3.652)
O (1.559, 2.142, 2.297)
O (-0.291, 2.958, 3.711)
C (0.855, 0.705, 4.358)
F (0.392, 0.735, 5.644)
F (2.036, 0.017, 4.406)
F (-0.014, -0.077, 3.656)

Computed properties:
Net charge: -1
HOMO-LUMO gap (Eh): 0.28478
Spin multiplicity: 1